[1]
Formula: C49H43IN3OPSSiTc
Source: the OMol25 dataset
Level of theory: ωB97M-V/def2-TZVPD

Calculated values
HOMO (spin up / spin down): -12.4 / -12.4 eV
Energy: -3539.3537 hartree
Maximum force: 0.4 eV/Å
Energy relative to the best compared isomer or geometry (same formula, charge and spin): 0.0 kcal per mole
Spin multiplicity: 4
Total charge: +2

Geometry as XYZ:
```
101
Properties=species:S:1:pos:R:3:lowdin_spin:R:1
I -2.42647 3.50338 -1.22076 0.0153
Tc 0.45908 0.86415 -0.87739 2.5243
S 1.50230 -0.91486 -2.14640 0.0313
P 0.20846 2.86434 0.73989 -0.0030
Si 4.58284 0.02551 0.93699 0.0136
O -1.01012 0.93330 -2.40536 0.0535
N 1.21847 -2.32937 0.13916 0.0043
N -1.24075 0.13387 -1.34430 -0.0255
N 1.87436 -3.49316 -1.70919 0.0061
C -3.51019 -5.07284 2.62365 0.0143
C 1.50650 3.85475 -0.05619 0.0039
C -2.03605 -0.84070 -1.20839 0.0217
C 5.74728 0.95252 2.04337 0.0003
C -3.73474 -2.77762 -0.94565 0.0529
C 3.24191 3.93670 -1.76056 0.0013
C 2.56287 1.12279 3.85857 0.0121
C -4.65480 5.71357 1.69777 0.0001
C 0.22775 0.38048 3.84826 0.0031
C -6.81962 -3.93807 -2.72974 -0.0014
C 4.60791 -1.80834 1.27451 0.0037
C 2.43194 1.65195 2.46195 0.0174
C 1.72623 -3.71465 -5.41010 0.0003
C -3.85066 -5.69076 1.42759 -0.0013
C 1.57907 5.23961 0.05950 -0.0007
C -0.47225 5.02660 4.01359 0.0001
C -0.73675 3.98825 1.82389 -0.0012
C 3.02562 -4.11053 -5.69678 0.0004
C -4.41693 -2.66798 -3.32471 0.0151
C -0.05994 0.93586 2.67180 -0.0003
C -3.93432 -4.94776 0.26262 0.0123
C -5.31688 -2.94168 -4.33382 -0.0010
C 1.55547 0.49815 4.46502 0.0035
C 0.99448 1.61495 1.84747 0.0232
C 3.55612 -4.10244 -3.35277 0.0002
C 4.95304 0.38504 -0.85043 0.0044
C 1.33236 -3.51414 -4.09621 0.0013
C 1.59714 0.69626 0.78033 -0.0210
C -3.29624 -2.96748 1.49081 0.0111
C -1.73121 5.53420 3.92880 -0.0005
C 3.93672 -4.31304 -4.66947 0.0005
C -2.94053 4.42376 0.58123 0.0006
C 2.84469 0.67723 1.34082 0.1249
C -3.83946 5.87289 2.77185 -0.0001
C 1.53042 -2.33722 -1.15377 0.0149
C -4.69714 -3.05062 -2.00465 0.0067
C -2.54119 5.30526 2.79117 0.0001
C 0.01213 4.24928 2.95062 -0.0006
C 2.48954 5.95971 -0.70358 0.0019
C -6.51704 -3.57991 -4.03692 0.0209
C 2.25898 -3.69759 -3.08357 0.0001
C 3.32446 5.31497 -1.60357 -0.0003
C -5.91573 -3.68001 -1.71613 0.0162
C -2.05658 4.53237 1.69369 -0.0002
C -3.66363 -3.57530 0.28535 0.0050
C -4.18604 4.98849 0.58490 0.0004
C 2.33669 3.22643 -0.99359 0.0099
C -3.23097 -3.71139 2.65401 -0.0007
C -2.85544 -1.76057 -1.08933 -0.0111
H -2.13839 6.13458 4.73266 0.0000
H 5.63738 -2.16575 1.34842 0.0004
H 4.26119 -4.24955 -2.54368 0.0000
H 4.16153 0.04550 -1.51979 0.0000
H -5.64369 6.14979 1.67516 0.0000
H 2.31639 2.13926 -1.13530 0.0060
H -7.76442 -4.41150 -2.50134 -0.0004
H -3.46701 -5.65308 3.53579 0.0007
H 4.94689 -4.62841 -4.89131 0.0000
H -3.48016 -2.17386 -3.54977 0.0002
H 2.95406 2.60664 2.33695 0.0039
H 4.12625 -2.36175 0.46446 0.0000
H 0.14771 5.20086 4.88182 0.0000
H 0.31721 -3.22297 -3.85994 0.0005
H 5.10682 1.45556 -1.00626 0.0000
H 5.87502 -0.12223 -1.14572 0.0006
H 2.02108 -4.27634 -1.08656 0.0003
H 2.53698 7.03513 -0.59795 0.0001
H 4.10556 -2.05168 2.21313 0.0000
H -3.10556 -1.90169 1.51414 0.0002
H 3.87443 3.42390 -2.47259 0.0000
H 3.51009 1.26347 4.36541 0.0005
H -5.08882 -2.66346 -5.35337 -0.0004
H -4.05340 -6.75266 1.40328 -0.0003
H 3.32741 -4.26779 -6.72323 0.0000
H 5.63763 2.03251 1.92017 0.0000
H -4.17321 -5.43537 -0.67270 0.0002
H -4.16180 6.44167 3.63449 0.0000
H 1.01375 -3.56946 -6.21050 0.0000
H -0.54917 -0.12899 4.40429 0.0002
H 6.78055 0.69812 1.79791 0.0001
H 0.92023 5.76453 0.73829 -0.0001
H 1.01065 3.83840 3.03873 0.0001
H 5.59398 0.71154 3.09715 0.0000
H -4.82038 4.89085 -0.28476 0.0002
H -1.06813 0.88415 2.26715 0.0012
H -7.22450 -3.78904 -4.82830 0.0010
H 4.02655 5.88424 -2.19748 0.0000
H -2.97720 -3.23049 3.58908 -0.0003
H 1.31071 -3.16386 0.69824 0.0002
H -6.17059 -3.92168 -0.69359 0.0004
H 1.68526 0.11433 5.46857 0.0003
H 1.14794 -1.44202 0.62298 0.0000
```

***

[2]
Formula: C49H44N9O2S3SiW
Source: the OMol25 dataset
Level of theory: ωB97M-V/def2-TZVPD

Calculated values
HOMO (spin up / spin down): -8.4 / -10.3 eV
Energy: -4087.9047 hartree
Maximum force: 2.2 eV/Å
Energy relative to the best compared isomer or geometry (same formula, charge and spin): 103.5 kcal per mole
Spin multiplicity: 3
Total charge: +1

Geometry as XYZ:
```
109
Properties=species:S:1:pos:R:3:lowdin_spin:R:1
W 0.32107 -0.76372 0.36604 0.6373
S -0.72453 -1.26342 2.80964 0.0067
S -0.88693 -4.00202 3.94694 -0.0042
S -1.42083 -3.10532 0.39394 0.0443
Si -0.02303 -1.66042 -2.14026 -0.0105
O 1.72417 0.30608 1.72694 0.0022
O -2.21903 2.34408 2.35754 0.0015
N -1.71773 -0.24902 -0.00856 0.1588
N 0.92357 -3.23992 2.18564 -0.0209
N -3.78743 -2.75232 1.52474 0.0086
N 1.40187 -2.34062 1.28034 0.0003
N 0.36927 1.21978 -0.56006 0.1232
N 2.37687 -0.81452 -0.56376 0.0581
N -0.34603 1.17568 1.78514 0.0866
N -2.79983 -0.88852 0.56434 0.0123
N 1.13037 1.97868 3.24294 -0.0008
C -0.63403 6.16048 1.64364 0.0006
C -2.43303 -2.64822 -3.56546 -0.0006
C -0.85093 4.97568 2.32344 0.0000
C 3.21717 -4.67992 -3.81256 -0.0002
C 0.62487 1.18048 -5.19766 0.0027
C -3.33923 -3.62072 -3.95226 0.0000
C -0.94053 4.21248 6.82564 0.0001
C 2.85237 -0.13712 -1.62926 0.0205
C -1.03963 2.11738 2.47974 0.0133
C 4.15957 -0.15472 -2.03796 0.0464
C -0.98683 3.09708 -1.32866 0.0556
C -0.09883 -2.88522 2.88414 -0.0081
C 1.32437 3.41398 -0.86626 0.0819
C 2.46837 -3.91072 -4.68666 -0.0001
C 0.65777 6.58498 1.37454 0.0002
C 5.09297 -0.93302 -1.33046 0.0211
C 3.02287 -4.53932 -2.44936 0.0000
C -1.37903 -2.93542 -2.70616 -0.0021
C -2.75043 -2.18602 0.89314 0.0119
C -0.51123 2.94068 4.83064 0.0011
C -1.01703 1.80538 5.45524 0.0004
C -1.45213 0.46148 -3.53426 0.0017
C 3.28147 -1.62612 0.09464 0.0299
C -2.15113 -5.23352 -2.65746 0.0003
C 2.72847 -2.43222 1.08854 0.1874
C 0.90857 1.11708 2.24754 0.0039
C 1.73137 5.82808 1.80794 0.0007
C 0.79207 0.17738 -4.25976 -0.0007
C 1.51677 4.63908 2.48394 0.0023
C 2.10717 -3.61892 -1.97186 0.0021
C 4.64617 -1.67112 -0.27406 0.0378
C -1.99173 0.96518 -0.55216 0.1824
C -1.63543 1.45888 -4.47536 0.0017
C -1.24603 -4.26192 -2.28406 0.0000
C -1.49943 1.88108 6.75004 0.0000
C -3.40573 1.44928 -0.65246 0.0231
C -0.37313 -5.60542 3.26314 -0.0010
C 1.38187 -2.79682 -2.82956 0.0020
C 0.22297 4.19568 2.73494 0.0005
C 0.09557 3.92288 -1.33186 0.0398
C -0.59523 1.82378 -5.31226 -0.0009
C -0.45503 4.13818 5.53184 0.0005
C 1.40357 2.09278 -0.51806 0.0216
C -0.03153 2.85178 3.39984 0.0056
C -3.21273 -4.91622 -3.48766 -0.0005
C 1.56237 -2.98692 -4.19836 0.0000
C -1.46813 3.08628 7.43364 0.0003
C -0.23813 -0.21502 -3.40736 -0.0014
C -0.87903 1.75958 -0.86406 0.0719
H 2.35077 1.69608 -0.16036 0.0005
H -0.90233 5.15268 7.35604 0.0000
H -2.02743 -6.24362 -2.30036 0.0000
H -3.48613 2.26718 -1.36016 0.0011
H -3.74233 1.83158 0.31764 0.0085
H 0.63897 -5.51232 2.88364 -0.0004
H 1.99527 2.08748 3.74394 0.0000
H -4.46853 -2.18632 2.00504 0.0005
H -1.06043 -5.87922 2.46684 0.0000
H 1.44477 1.44848 -5.84906 0.0002
H -1.85993 4.65298 2.52614 0.0000
H 2.14047 0.45518 -2.18606 0.0010
H -3.66133 -3.69522 1.85674 0.0009
H 0.01557 4.94908 -1.65106 0.0004
H 2.36897 4.07228 2.82724 0.0000
H -0.41643 -4.53892 -1.64866 0.0000
H -4.14513 -3.36212 -4.62216 0.0000
H 3.93177 -5.39472 -4.19066 0.0000
H 3.57157 -5.16002 -1.75636 0.0000
H 6.13007 -0.95392 -1.62306 0.0001
H -2.59743 1.94348 -4.56956 0.0003
H 3.30697 -3.14182 1.66504 0.0086
H 4.46817 0.42588 -2.89006 0.0020
H 1.73957 -0.33542 -4.21116 0.0000
H 1.92837 -3.56252 -0.90546 0.0026
H -0.03943 5.01798 5.06444 0.0000
H -3.52133 -0.28832 0.95474 0.0014
H 2.57957 -4.04322 -5.75326 0.0000
H 2.74507 6.15828 1.62394 0.0000
H -1.47653 6.75368 1.32174 0.0000
H 0.96667 -2.42332 -4.89896 -0.0001
H -0.73593 2.59258 -6.05556 -0.0001
H -0.42143 -6.31852 4.07764 0.0000
H 2.19527 4.04378 -0.78996 0.0038
H -2.54933 -1.65372 -3.96236 0.0000
H 5.30927 -2.29502 0.30124 0.0008
H -1.86533 3.15058 8.43444 0.0000
H -1.94723 3.46258 -1.64496 0.0027
H -4.07603 0.65458 -0.98376 0.0041
H -1.04433 0.86538 4.92164 0.0002
H -2.28273 0.18818 -2.90236 0.0018
H -1.90203 0.99738 7.22404 0.0000
H 0.82667 7.50318 0.83254 0.0000
H -3.92963 -5.66962 -3.77346 0.0000
```

***

- Number 2 is which compound?
  C49H44N9O2S3SiW